Entry 1:
22
Properties=species:S:1:pos:R:3 method="wB97M-V/def2-TZVPD" spin_multiplicity=3 charge=+2 relative_energy_ev=1.741 e_tot_ha=-1841.371665
I -3.9850 -1.1016 -1.3168
I -1.7871 1.4424 2.4208
Au -1.2472 -0.6818 0.9485
P 0.4814 0.7059 -0.6236
C -0.7432 1.8603 -1.2980
C 1.7938 1.7876 0.0175
H 2.1086 -0.6361 -1.8348
H 1.5573 0.7696 -2.7999
H 0.4942 -0.6585 -2.6215
C 1.2524 -0.0356 -2.1295
H 2.6803 1.2032 0.2747
H 2.0587 2.5456 -0.7318
H -0.2166 2.5840 -1.9863
H -1.2060 2.4253 -0.4530
H 1.4111 2.2976 0.9257
H -1.5156 1.2978 -1.8646
C -2.7423 -1.5454 1.8331
O -3.6208 -2.0846 2.3545
Cl 1.1727 -1.2425 0.8713
O 0.3520 -3.7729 2.8689
H 1.0170 -3.1085 3.1672
H 0.6843 -4.0517 1.9777


Entry 2:
20
Properties=species:S:1:pos:R:3 method="wB97M-V/def2-TZVPD" spin_multiplicity=3 charge=+1 relative_energy_ev=3.941 e_tot_ha=-415.629176
C 2.3176 0.1124 -0.8152
C 1.3565 -1.0117 -0.3905
C -0.5217 2.1378 0.6059
C 1.1517 -1.3080 0.8956
C -1.0513 0.8150 0.2068
N -2.3533 -0.4553 -0.8979
N -2.0032 -1.1205 0.2213
N -1.7523 0.6796 -0.9406
N -1.1771 -0.3097 0.8978
H 3.1970 -0.5646 -1.2186
H 2.4386 0.8564 0.0285
H 1.0585 -1.7758 -1.0593
H -0.2381 2.0413 1.5809
H 0.1736 2.4281 -0.0309
H -1.3339 2.7885 0.6363
H 1.6160 -0.8568 1.7817
H 0.7359 -2.2023 1.1136
H 1.7984 0.5287 -1.6107
H -2.9671 -0.8762 -1.6390
H -2.4458 -1.9068 0.6342


Entry 3:
8
Properties=species:S:1:pos:R:3 method="wB97M-V/def2-TZVPD" charge=+1 relative_energy_ev=5.024 e_tot_ha=-96.003949
C -0.4128 0.4852 -0.1353
N 0.4306 -0.7461 0.2760
H 0.0195 1.1380 -0.9271
H -1.2951 0.1509 -0.6818
H -0.7460 1.0522 0.7391
H -0.1170 -1.5678 0.0743
H 1.3923 -0.9273 0.5435
H 0.7285 0.4148 0.1112


Entry 4:
36
Properties=species:S:1:pos:R:3 method="wB97M-V/def2-TZVPD" relative_energy_ev=0.000 e_tot_ha=-1054.032106
H 1.3107 3.5613 -0.0575
N 0.9184 1.9134 -1.3570
B 0.3472 0.4590 -3.4000
N 0.7000 1.8082 -2.7198
C 0.8687 3.0141 -3.2914
Sr 1.9386 0.6280 0.3608
H 0.7519 3.1135 -4.3598
C 1.1596 3.9312 -2.2863
H 1.3359 4.9756 -2.4125
C 1.1689 3.2167 -1.0834
H 0.3891 0.5585 -4.5895
C -1.7756 -2.2477 2.1624
H -1.7369 -3.1264 2.8292
H -0.8679 -2.2293 1.5468
H -2.5961 -2.4204 1.4516
N -1.1013 0.0357 -2.9685
N 1.3252 -0.6499 -2.9081
N -1.3515 -0.1666 -1.6271
N 1.6176 -0.8480 -1.5675
C -2.2054 -0.2485 -3.6928
C 1.9507 -1.5847 -3.6483
H -2.1926 -0.1440 -4.7687
H 1.8695 -1.5529 -4.7264
C -3.2315 -0.5977 -2.8023
C 2.6483 -2.4287 -2.7885
C -2.6280 -0.5515 -1.5207
C 2.4067 -1.9485 -1.4912
H -4.2400 -0.8774 -3.0476
H 3.2461 -3.2724 -3.0678
H -3.0916 -0.7420 -0.5561
H 2.7230 -2.3491 -0.5321
H -1.9549 -1.3426 2.7328
O 1.1926 0.6210 2.5964
N 0.0478 0.5830 3.2491
O 0.1078 0.1290 4.3954
O -1.0107 0.9055 2.6747


Entry 5:
92
Properties=species:S:1:pos:R:3 method="wB97M-V/def2-TZVPD" charge=+1 e_tot_ha=-2530.335179
C -6.0702 -2.0312 3.8417
C -5.0311 -1.7622 2.7571
C -3.6151 -1.5127 3.2962
C -2.6580 -2.6967 3.1847
C -2.5230 -3.3317 1.7892
C -2.6367 -2.3387 0.6341
C -1.9008 -2.7599 -0.6224
C -1.8651 -1.6082 -1.6579
C -0.6295 -0.7176 -1.5221
C -0.7675 0.5301 -0.6459
C -1.5525 1.6999 -1.2669
C -1.1406 3.0010 -0.5240
P -1.1790 4.5596 -1.5956
O -2.0439 5.6258 -0.6813
I -2.6312 4.1621 -3.5302
C -1.9443 3.1076 0.7959
C -1.2830 4.0678 1.8115
C -1.0935 3.3592 3.1526
C 0.1477 2.4880 3.1513
C 0.2175 1.6212 4.3855
O -0.2211 2.3519 5.5180
C -3.4186 3.3912 0.5784
O -3.8832 2.9860 -0.7253
S -3.3447 1.5276 -1.0938
O -3.6442 0.6570 -0.0049
O -3.9204 1.1822 -2.3322
H -7.0521 -1.8333 3.4263
H -5.9418 -1.4104 4.7195
H -6.0858 -3.0782 4.1187
H -5.3266 -0.8844 2.1973
H -5.0418 -2.5961 2.0698
H -3.1871 -0.6554 2.7884
H -3.6957 -1.2201 4.3402
H -2.9099 -3.4504 3.9236
H -1.6655 -2.3398 3.4573
H -3.2208 -4.1532 1.6601
H -1.5257 -3.7594 1.7325
H -2.2492 -1.3946 0.9927
H -3.6685 -2.1440 0.3875
H -0.8814 -3.0720 -0.4067
H -2.4366 -3.5805 -1.0850
H -1.8127 -2.0806 -2.6354
H -2.7996 -1.0681 -1.6366
H -0.2152 -0.4258 -2.4818
H 0.1393 -1.3333 -1.0516
H -1.1261 0.3008 0.3469
H 0.2366 0.9247 -0.4981
H -1.3093 1.7387 -2.3218
H -0.1054 2.9301 -0.2224
H -1.3722 6.1583 -0.2171
H -1.8925 2.1275 1.2559
H -0.2865 4.2754 1.4287
H -1.8568 4.9778 1.9262
H -1.9364 2.6906 3.3227
H -1.0834 4.0537 3.9820
H 1.0226 3.1301 3.1184
H 0.1194 1.8103 2.3013
H -0.3579 0.7027 4.2588
H 1.2545 1.3120 4.5308
H 0.0762 1.8794 6.3123
H -3.6538 4.4262 0.7625
H -3.9796 2.8178 1.3091
C 6.4195 -3.9788 -2.5206
C 6.1991 -2.8073 -3.4836
C 6.0288 -1.4434 -2.8173
N 4.6110 -1.0249 -2.4825
C 3.8872 -0.6601 -3.7560
C 2.5338 -0.0297 -3.4909
C 2.6403 1.1881 -2.5842
C 3.3896 0.8538 -1.3012
C 4.7269 0.1975 -1.5950
C 3.8972 -2.1124 -1.7583
H 5.5102 -4.2863 -2.0070
H 6.7827 -4.8467 -3.0678
H 7.1662 -3.7288 -1.7656
H 5.3790 -3.0277 -4.1691
H 7.0940 -2.7325 -4.1026
H 6.4056 -0.6595 -3.4726
H 6.5934 -1.4009 -1.8859
H 4.5325 0.0357 -4.2928
H 3.7867 -1.5696 -4.3439
H 2.0959 0.2667 -4.4446
H 1.8496 -0.7621 -3.0582
H 1.6447 1.5646 -2.3474
H 3.1618 1.9913 -3.1142
H 2.7776 0.2144 -0.6597
H 3.5698 1.7633 -0.7269
H 5.2174 -0.1269 -0.6784
H 5.3843 0.8927 -2.1181
H 4.5031 -2.4135 -0.9081
H 3.7370 -2.9408 -2.4411
H 2.9349 -1.7515 -1.4131


Entry 6:
7
Properties=species:S:1:pos:R:3 method="wB97M-V/def2-TZVPD" relative_energy_ev=0.921 e_tot_ha=-890.994460
C 1.2806 0.1064 1.4926
N 0.1597 0.3949 1.9137
S 2.3218 -0.6598 0.6712
S -1.2946 -0.8180 -2.5226
H -1.9120 -0.3584 -1.4262
H -0.2590 1.1134 2.5134
H -0.2965 0.2214 -2.6421


Entry 7:
93
Properties=species:S:1:pos:R:3 method="wB97M-V/def2-TZVPD" relative_energy_ev=0.000 e_tot_ha=-3182.454279
C -3.0329 -2.2404 -5.9726
C -2.9815 -0.7060 -5.8911
C -3.1017 -0.1517 -4.4693
N -1.8161 -0.1342 -3.7708
Si -1.8163 -0.2388 -2.0428
C -2.4115 -1.9610 -1.6155
C -1.6939 -3.0426 -2.4084
O -0.4101 -3.1952 -1.8339
C 0.3279 -4.2888 -2.3417
C 0.6317 -4.1726 -3.8274
C -2.9229 1.0853 -1.2945
C -2.1750 2.4048 -1.1379
O -1.7409 2.8315 -2.4285
Si -0.3584 3.7132 -2.7032
C 1.0761 2.6563 -3.2570
C -0.7928 4.8323 -4.1337
C 0.0827 4.7831 -1.2279
O -0.2585 0.0757 -1.5822
Si 0.4843 -0.3556 -0.1691
C -0.7125 -0.6813 1.2261
C 1.5798 1.1125 0.3374
C 3.0028 0.7771 0.0391
C 4.0581 1.9808 -0.1258
O 3.3964 1.0648 -1.2154
H -3.4199 -2.6777 -5.0504
H -2.0563 -2.6750 -6.1860
H -3.6912 -2.5637 -6.7805
H -2.0317 -0.3487 -6.2956
H -3.7764 -0.2821 -6.5082
H -3.5440 0.8511 -4.5211
H -3.8075 -0.7776 -3.9125
H -1.2798 0.6719 -4.0712
H -3.4746 -2.0009 -1.8839
H -2.3545 -2.1962 -0.5508
H -2.2360 -4.0008 -2.3679
H -1.6208 -2.7478 -3.4590
H -0.1973 -5.2281 -2.1152
H 1.2592 -4.2954 -1.7744
H 1.4314 -4.8549 -4.1135
H -0.2448 -4.3842 -4.4412
H 0.9372 -3.1475 -4.0456
H -3.3658 0.7823 -0.3405
H -3.7614 1.2920 -1.9685
H -1.3433 2.3161 -0.4300
H -2.8587 3.1735 -0.7613
H 0.7449 1.7020 -3.6704
H 1.8057 2.4407 -2.4767
H 1.6065 3.1874 -4.0530
H -1.2094 4.2230 -4.9407
H 0.1062 5.3095 -4.5283
H -1.5281 5.5879 -3.8559
H 0.4871 5.7224 -1.6127
H 0.8030 4.3391 -0.5413
H -0.8231 5.0412 -0.6729
H 1.3843 -1.5033 -0.3858
H -0.2027 -0.3780 2.1430
H -1.6396 -0.1087 1.1683
H -0.9348 -1.7423 1.3469
H 1.3310 2.0002 -0.2453
H 1.4911 1.2836 1.4122
H 3.4055 -0.0791 0.5780
H 4.5518 2.7094 -0.7628
H 3.2678 2.7039 0.1889
C -2.8063 -4.8031 1.2651
C -3.0796 -5.8720 2.3052
O -3.7321 -5.1402 3.3216
C -4.3465 -4.0654 2.7481
O -5.1613 -3.3911 3.2755
O -3.8881 -3.8952 1.4849
F -1.9451 -6.4185 2.8010
H -1.8595 -4.2992 1.4684
H -2.8161 -5.1644 0.2410
H -3.7356 -6.6775 1.9698
C 1.2167 -0.2897 5.9769
C 2.7256 -0.1425 6.0089
O 3.1252 -0.9171 4.8912
C 2.1045 -0.9215 3.9964
O 2.1973 -1.2637 2.8650
O 0.9723 -0.4653 4.5768
F 3.2751 -0.6619 7.1316
H 0.9070 -1.1856 6.5168
H 0.6812 0.5772 6.3507
H 3.0838 0.8790 5.8843
C 5.7420 3.1052 6.6725
C 5.7750 4.4944 7.2829
O 4.4877 4.9921 6.9654
C 3.6420 3.9379 6.8402
O 2.4608 4.0012 6.8120
O 4.3505 2.7840 6.7604
F 6.7140 5.2856 6.7205
H 6.0453 3.1391 5.6251
H 6.3344 2.3700 7.2078
H 5.9040 4.5139 8.3663


Entry 8:
11
Properties=species:S:1:pos:R:3 method="wB97M-V/def2-TZVPD" relative_energy_ev=2.631 e_tot_ha=-231.127040
C -0.9807 0.1775 1.3971
C -0.5915 -0.4216 0.0496
C 1.0909 -0.2275 -0.3031
C 0.1035 0.3484 -1.2254
H -0.5994 1.3986 1.3778
H -0.9713 -1.4710 -0.1229
H 1.7496 -1.2323 -0.3295
H 1.5295 0.4893 0.4255
H 0.1490 1.5038 -1.0869
H 0.1672 -0.1423 -2.4069
O -1.6468 -0.4230 2.2247


Entry 9:
93
Properties=species:S:1:pos:R:3 method="wB97M-V/def2-TZVPD" spin_multiplicity=5 charge=+1 e_tot_ha=-4551.375035
Co -0.4861 1.1387 0.5933
C 2.8112 0.3082 1.5203
N 1.5886 0.9481 2.0364
C 1.9043 2.3670 2.2861
C 0.6713 3.2263 2.5231
N -0.2023 3.2721 1.3423
C 0.3203 4.1950 0.3216
C -1.5438 3.6902 1.6932
C -1.7950 4.6280 2.6820
C -3.0958 4.9712 3.0169
C -4.1679 4.3958 2.3526
C -3.9362 3.5248 1.3090
C -2.6305 3.1680 0.9769
S -2.3912 2.0323 -0.3207
C 1.1974 0.2872 3.2738
C 2.1369 -0.0095 4.2531
C 1.7999 -0.6977 5.4059
C 0.4879 -1.0940 5.6162
C -0.4695 -0.7616 4.6850
C -0.1359 -0.0668 3.5163
S -1.4499 0.3538 2.4546
H 2.6546 -0.7653 1.4223
H 3.6799 0.4700 2.1649
H 3.0720 0.7275 0.5495
H 2.4399 2.7373 1.4086
H 2.5621 2.4656 3.1626
H 1.0210 4.2255 2.8033
H 0.1020 2.8142 3.3581
H 0.3557 5.2197 0.7076
H -0.3348 4.1858 -0.5511
H 1.3234 3.9017 0.0126
H -0.9806 5.1087 3.2008
H -3.2592 5.7042 3.7918
H -5.1759 4.6442 2.6418
H -4.7461 3.0889 0.7458
H 3.1668 0.2819 4.1188
H 2.5677 -0.9433 6.1226
H 0.2232 -1.6544 6.4982
H -1.5014 -1.0370 4.8408
I -2.0630 2.9659 -3.4435
I -1.0423 2.6885 -5.9129
C -1.5201 -3.1436 -4.8389
C -2.7008 -2.9920 -3.8873
C -2.2070 -2.5490 -2.5018
C -0.9436 -1.6928 -2.6301
C -1.0454 -0.8461 -3.8934
C -0.8694 -1.7793 -5.0983
P -0.4872 -0.7463 -1.0763
C -0.2627 -2.0547 0.2388
C 0.5627 -3.3016 -0.0821
C 0.2542 -4.4253 0.9227
C -0.1627 -3.8667 2.2800
C -1.5109 -3.1536 2.1439
C -1.6352 -2.4687 0.7772
C 1.2426 -0.1149 -1.3895
C 2.3076 -0.9955 -2.0618
C 2.8310 -0.3838 -3.3581
C 3.4324 1.0073 -3.1287
C 2.6018 1.8552 -2.1477
C 1.1916 1.2954 -1.9997
H -1.8439 -3.5788 -5.7819
H -0.8006 -3.8367 -4.4000
H -3.2334 -3.9382 -3.7910
H -3.3977 -2.2636 -4.3011
H -1.9807 -3.4369 -1.9112
H -2.9933 -1.9891 -1.9934
H -0.0805 -2.3554 -2.7642
H -0.2751 -0.0785 -3.9204
H -2.0170 -0.3520 -3.9208
H 0.1946 -1.9165 -5.3016
H -1.3084 -1.3202 -5.9835
H 0.2515 -1.5009 1.0369
H 1.6239 -3.0546 -0.0456
H 0.3483 -3.6741 -1.0819
H 1.1294 -5.0678 1.0256
H -0.5615 -5.0440 0.5467
H 0.6034 -3.1779 2.6456
H -0.2446 -4.6714 3.0119
H -1.6230 -2.4278 2.9474
H -2.3207 -3.8772 2.2473
H -2.2939 -1.5998 0.8529
H -2.0957 -3.1609 0.0797
H 1.5323 0.0307 -0.3468
H 1.9333 -1.9999 -2.2591
H 3.1501 -1.1011 -1.3734
H 2.0292 -0.3350 -4.0956
H 3.6052 -1.0351 -3.7653
H 3.5150 1.5147 -4.0912
H 4.4454 0.9061 -2.7346
H 2.5569 2.8881 -2.4975
H 3.0933 1.8678 -1.1702
H 0.7158 1.2968 -2.9789
H 0.5867 1.9398 -1.3378


Entry 10:
8
Properties=species:S:1:pos:R:3 method="wB97M-V/def2-TZVPD" spin_multiplicity=7 charge=+1 relative_energy_ev=5.863 e_tot_ha=-421.873275
F -1.7885 1.4423 0.0946
C -1.0356 0.4033 0.2882
C -1.0447 -0.8571 0.1472
H -1.6806 -1.6757 0.4518
O 0.7632 1.0539 -0.1719
O 1.4139 -0.1148 -0.7546
H 0.4936 -0.9783 -0.3903
Ru 2.8787 0.7264 0.3351


Entry 11:
21
Properties=species:S:1:pos:R:3 method="wB97M-V/def2-TZVPD" charge=-1 relative_energy_ev=0.000 e_tot_ha=-839.875044
C 0.7498 0.4729 0.3125
C -0.4839 1.0091 0.3789
C 2.0175 1.2625 -0.2334
C -1.6997 0.0309 0.4798
C -1.0371 -1.3529 0.8131
C -0.8198 2.4650 0.3418
C 0.8986 -2.0529 -1.4489
O 2.5402 0.4464 -1.0483
O 2.2795 2.3714 0.1571
O 1.6667 -2.1194 1.1830
P 0.7975 -1.3146 0.2284
H -2.4326 0.5012 1.2830
H -2.1882 -0.1383 -0.4655
H -0.9926 -1.6059 1.8381
H -1.5576 -2.1508 0.4984
H 0.0455 3.0155 0.0480
H -1.0125 2.9898 1.2229
H -1.6755 2.7602 -0.2874
H 0.4987 -3.0881 -1.4566
H 0.4968 -1.4691 -2.2690
H 1.9086 -2.0333 -1.5758


Entry 12:
86
Properties=species:S:1:pos:R:3 method="wB97M-V/def2-TZVPD" charge=+3 e_tot_ha=-2849.630411
Au 1.3656 0.5469 0.4179
C -3.9475 -3.6934 -0.7007
C -3.1406 -2.9392 0.3323
C -3.8778 -2.8698 1.6701
O -2.9133 -1.5915 -0.1421
P -1.4854 -1.0525 -0.5723
O -0.5120 -1.0697 0.5559
C -1.9306 0.5192 -1.3683
P -1.5327 1.9923 -0.3723
O -0.4880 1.8124 0.6885
O -2.8847 2.5487 0.1987
C -3.5142 2.3702 1.4767
C -3.6016 0.8963 1.8315
C -2.7928 3.1674 2.5502
O -1.1794 3.0317 -1.5107
C -1.0837 4.4733 -1.3624
C -0.1658 4.8522 -0.2183
C -2.4404 5.1478 -1.3012
O -1.0138 -1.9244 -1.8112
C -0.0561 -2.9939 -1.7397
C 1.2737 -2.4809 -2.2924
C -0.5672 -4.1683 -2.5525
H -4.0587 -4.7324 -0.4003
H -3.4792 -3.6292 -1.6844
H -4.9432 -3.2609 -0.8059
H -2.1653 -3.4205 0.4982
H -4.8323 -2.3688 1.5379
H -3.2876 -2.3235 2.3986
H -4.0515 -3.8769 2.0385
H -2.9993 0.5095 -1.5774
H -1.3999 0.5859 -2.3149
H -4.5170 2.7845 1.3174
H -2.5959 0.4782 1.8420
H -4.1953 0.3549 1.1002
H -4.0651 0.7774 2.8069
H -1.7654 2.8177 2.6343
H -3.3040 3.0456 3.5013
H -2.7908 4.2299 2.3120
H -0.6080 4.7813 -2.3086
H -0.6099 4.5359 0.7253
H -0.0171 5.9287 -0.1958
H 0.8002 4.3636 -0.3214
H -2.9350 4.9266 -0.3548
H -3.0919 4.8138 -2.1053
H -2.3269 6.2276 -1.3787
H 0.0741 -3.2752 -0.6836
H 1.1451 -2.2206 -3.3405
H 2.0208 -3.2644 -2.2197
H 1.5966 -1.6039 -1.7337
H -0.8055 -3.8591 -3.5686
H -1.4670 -4.5920 -2.1092
H 0.1942 -4.9420 -2.5911
C 2.7457 -2.5595 1.3483
N 4.0835 -2.1531 1.0069
C 5.1378 -3.0878 1.3187
C 4.3391 -0.9930 0.3863
C 5.7737 -0.6106 0.2042
O 3.4551 -0.2158 -0.0369
H 2.4837 -3.4696 0.8060
H 2.0312 -1.7769 1.0916
H 2.6892 -2.7634 2.4216
H 4.7101 -4.0118 1.7009
H 5.8304 -2.6908 2.0648
H 5.7191 -3.3276 0.4263
H 6.3526 -1.3696 -0.3171
H 6.2299 -0.4692 1.1852
H 5.8467 0.3273 -0.3390
N 0.3864 0.0252 3.1577
C 0.4998 0.3368 4.4529
C 1.7205 0.9685 4.6179
C 2.2911 1.0012 3.3493
N 1.4723 0.4155 2.4819
H -0.3493 -0.4634 2.6622
H -0.2526 0.0940 5.1773
H 2.1448 1.3465 5.5248
H 3.2364 1.3952 3.0330
C 3.1202 0.8636 -3.2658
S 1.7886 1.8606 -2.5304
C 0.7288 1.9886 -4.0015
O 1.0127 0.8545 -1.6606
H 3.6816 1.4836 -3.9581
H 2.7152 0.0004 -3.7827
H 3.7626 0.5466 -2.4504
H 1.2556 2.6051 -4.7250
H -0.2021 2.4771 -3.7267
H 0.5267 1.0071 -4.4197